Entry 1:
C13H13FN2O2 | wB97M-V/def2-TZVPD

Calculated values
- E_HOMO (eV) = -9.2
- Kohn-Sham gap (eV) = 9.04
- SMILES = Cc1ccc([C@@H](F)[N+](=O)[O-])cc1.c1ccncc1
- ΔE to the lowest compared entry with this formula, charge and spin (kcal per mole) = 119.3

Each line ends with the Mulliken charge.
Positions of all 31 atoms, in Å:
C  -4.84509  -0.29355  2.35042  -1.33
C  -3.38941  -0.61600  2.35552  0.84
C  -2.48095  0.41183  2.04859  -0.50
C  -1.09319  0.13726  1.91174  -0.50
C  -0.65103  -1.20876  2.08383  0.65
C  0.79887  -1.75094  2.01358  -0.04
F  1.04198  -2.41434  0.81470  -0.24
N  1.90265  -0.58756  2.20595  0.89
O  3.09498  -0.91020  1.95588  -0.53
O  1.60663  0.53157  2.61258  -0.54
C  -1.61320  -2.21570  2.12155  -0.66
C  -2.95342  -1.92490  2.18730  -0.64
H  -5.40359  -1.20873  2.50775  0.36
H  -5.06116  0.37612  3.18485  0.35
H  -5.24356  0.15563  1.42386  0.30
H  -2.83023  1.46028  1.96925  0.34
H  -0.37643  0.96077  1.85174  0.35
H  0.95736  -2.56888  2.76001  0.21
H  -1.26555  -3.23569  2.18318  0.34
H  -3.68089  -2.70062  2.10592  0.32
C  3.07399  2.20051  -4.87540  -0.19
C  2.37510  0.99325  -4.95596  -0.41
C  2.26416  0.26209  -3.75789  -0.13
N  2.88209  0.68701  -2.64877  -0.48
C  3.31348  1.92960  -2.49961  -0.13
C  3.48464  2.73028  -3.63748  -0.39
H  3.21179  2.77688  -5.76130  0.37
H  1.88445  0.65200  -5.85514  0.35
H  1.65777  -0.65170  -3.66942  0.34
H  3.48670  2.25929  -1.47556  0.36
H  3.85106  3.76320  -3.51168  0.31

Force components x, y, z for each atom (eV/Å):
-0.6158 -0.0401 0.5194
0.3844 0.7655 -2.6999
1.3085 -0.0480 0.6211
-0.5340 -0.5408 0.9409
0.3590 0.6815 -0.9058
-0.6278 0.1632 -0.0983
0.0572 1.2043 0.7143
2.8541 -0.2798 -0.2499
-3.3152 0.2050 0.4146
-0.2395 -1.8008 -0.4162
0.8049 0.0845 0.4667
-0.0674 0.4894 0.5682
-0.2798 -0.1243 0.1296
-0.2187 0.0718 -0.0920
0.5459 -0.0627 0.3074
0.2522 -0.7811 0.1064
-0.4481 -0.4542 -0.2855
0.2711 1.2693 -0.0952
-0.1208 -0.2509 -0.2481
-0.3593 -0.5485 0.2876
-0.1986 0.0612 0.7313
0.0872 -0.0264 1.3384
0.8340 0.7972 -0.3852
-1.7631 -0.7874 1.0747
0.2066 -0.1347 -1.5159
-0.3184 0.0806 0.2625
0.0874 0.3966 -0.5026
0.1525 0.0541 -0.1482
0.6171 0.2602 -0.1570
0.3912 -0.0260 -0.2942
-0.1068 -0.6789 -0.3891

=====

Entry 2:
C13H13N3 | wB97M-V/def2-TZVPD

Calculated values
- E_HOMO (eV) = -7.6
- Kohn-Sham gap (eV) = 6.86
- SMILES = CCCN1C=CC(=CC=C(C#N)C#N)C=C1
- ΔE to the lowest compared entry with this formula, charge and spin (kcal per mole) = 83.7

Each line ends with the Mulliken charge.
Positions of all 29 atoms, in Å:
C  -2.55708  0.27284  -4.39132  -1.29
C  -2.08748  -0.14836  -3.00333  -0.20
C  -2.21281  0.88595  -1.89879  -0.79
N  -1.34357  0.61312  -0.66503  0.15
C  -1.56405  -0.60926  0.09792  -0.34
C  -0.74633  -0.90837  1.11128  -0.90
C  0.41680  -0.07096  1.45771  1.31
C  1.20353  -0.55449  2.46357  -0.60
C  2.57181  -0.02662  2.68928  -0.03
C  3.62804  -0.59771  3.44085  0.09
C  3.32580  -1.64412  4.40180  0.09
N  2.77369  -2.30097  5.21121  -0.47
C  4.96508  -0.20761  3.37063  0.15
N  6.09301  0.15672  3.24216  -0.51
C  0.69808  1.11117  0.56012  -0.89
C  -0.23122  1.38149  -0.38204  -0.13
H  -1.94609  1.08290  -4.68723  0.38
H  -3.62171  0.46130  -4.32325  0.33
H  -2.46648  -0.60928  -5.13874  0.32
H  -2.43522  -1.15960  -2.81615  0.39
H  -0.95591  -0.34751  -3.19816  0.23
H  -1.91751  1.83548  -2.43208  0.26
H  -3.22469  0.98188  -1.52678  0.32
H  -2.43308  -1.24898  -0.12718  0.33
H  -0.90276  -1.77172  1.64953  0.42
H  0.87847  -1.47665  2.87845  0.37
H  2.75437  0.87351  2.15287  0.36
H  1.52595  1.79327  0.83080  0.25
H  -0.18864  2.23258  -0.96809  0.42

Force components x, y, z for each atom (eV/Å):
-0.8767 -2.4104 0.0281
3.1723 -1.5211 -1.0069
1.0013 0.2065 0.2347
-0.6992 -1.6413 -0.1620
-0.0121 1.9808 -1.1856
0.9658 2.5539 -1.1290
0.1414 0.3950 -1.4351
2.6028 1.2586 0.1679
-0.5820 -2.1246 1.0055
-2.7682 -0.3001 -0.3281
-2.3583 -0.9472 1.6364
1.8539 1.3711 -2.1681
4.9979 2.2656 -0.9207
-4.1043 -1.4130 0.5603
-0.7940 -1.4004 1.9798
-0.6244 -1.5384 0.5328
0.1424 1.0701 -0.7861
-0.2168 0.6633 -0.4280
0.1318 1.5178 1.2632
-0.4902 0.0561 0.6484
-1.5187 0.4223 0.8135
-0.1140 -0.5909 1.2755
-0.3027 0.1129 -0.0846
0.5236 0.6927 -0.2594
-0.3658 -1.7258 1.1736
0.1139 -0.5540 0.7357
0.6602 0.4447 -0.3844
-0.7822 -0.4400 -0.6276
0.3023 1.5956 -1.1498

=====

Entry 3:
C13H13N3O | wB97M-V/def2-TZVPD

Calculated values
- E_HOMO (eV) = -8.1
- Kohn-Sham gap (eV) = 8.60
- SMILES = CCN1c2ccccc2Cc2c1nc[nH]c2=O
- ΔE to the lowest compared entry with this formula, charge and spin (kcal per mole) = 29.2

Each line ends with the Mulliken charge.
Positions of all 30 atoms, in Å:
C  -1.80240  1.54162  1.96896  -1.28
C  -2.20919  0.83370  0.70449  -0.32
N  -0.99832  0.23981  0.07513  0.34
C  -0.15502  -0.75739  0.73040  0.40
C  -0.74459  -1.84306  1.44403  -0.67
C  0.12207  -2.86163  2.03044  -0.44
C  1.46168  -2.86652  1.82849  -0.56
C  2.05611  -1.83060  1.05699  -0.76
C  1.24648  -0.76047  0.50998  0.53
C  1.82519  0.40889  -0.22518  -0.73
C  0.83623  0.74347  -1.31801  0.37
C  -0.51996  0.67153  -1.16347  0.26
N  -1.37042  1.14219  -2.21042  -0.62
C  -0.85848  1.31202  -3.46699  -0.24
N  0.52379  1.24660  -3.57647  -0.08
C  1.35157  1.07800  -2.60351  0.18
O  2.52612  1.23993  -2.83921  -0.73
H  -1.26957  2.41583  1.74183  0.39
H  -2.69257  1.72898  2.58242  0.37
H  -1.08591  0.99252  2.54873  0.34
H  -2.90379  0.06036  1.04930  0.30
H  -2.64234  1.62302  0.10508  0.34
H  -1.84026  -1.91397  1.59038  0.25
H  -0.26279  -3.63057  2.72878  0.32
H  2.13393  -3.52726  2.43993  0.29
H  3.13172  -1.76769  1.04816  0.36
H  2.05486  1.17711  0.50104  0.30
H  2.76033  0.04733  -0.61948  0.46
H  -1.58205  1.58698  -4.25638  0.37
H  0.90756  1.66928  -4.40544  0.27

Force components x, y, z for each atom (eV/Å):
-0.4198 -0.5080 0.7830
1.0876 -0.7907 0.9633
-0.1087 -0.1133 -0.7400
-0.8839 -1.2797 0.0273
1.3272 -0.4883 0.5176
-2.6516 0.8570 -0.0102
2.3066 1.1380 0.0276
-2.1308 0.9826 0.1891
0.1219 -1.6914 1.4866
-0.5678 -1.1602 -0.1076
0.1759 -0.2169 0.1471
0.3700 1.3154 -0.7026
0.3970 -0.9992 -2.0205
-0.1081 -0.3323 5.7375
-5.7411 1.2257 -5.0376
2.4414 -0.5608 3.3897
2.3157 0.2193 -0.1576
0.3848 1.6600 -0.3261
0.3112 0.2508 -0.0663
0.0990 -0.7773 0.4622
-0.2118 0.0184 -0.8983
-0.2556 -0.6422 -0.8281
0.8776 0.1375 -0.0937
-0.2240 0.6151 -0.7196
-0.8174 0.4507 -0.9917
0.1760 0.0997 -0.4432
-0.1461 0.6801 -0.0554
0.3918 0.4016 -0.5484
1.0697 -0.1491 0.2924
0.4132 -0.3422 -0.2760

=====

Entry 4:
C13H14Br2NO5 | wB97M-V/def2-TZVPD

Calculated values
- E_HOMO (eV) = -12.6
- Kohn-Sham gap (eV) = 8.05
- total charge = +1

Each line ends with the Mulliken charge.
Positions of all 35 atoms, in Å:
C  -3.18225  1.51462  2.02813  -1.33
C  -2.82443  1.04219  0.66013  0.42
Br  -4.06368  1.47905  -0.67948  -0.08
C  -1.72205  0.34538  0.37993  -0.40
Br  -1.28161  -0.24460  -1.35996  -0.04
C  -0.74626  -0.01518  1.41123  0.15
C  -0.60275  -1.31799  1.86273  -0.31
C  0.32129  -1.60663  2.85079  -0.55
C  1.12654  -0.59764  3.36302  -0.65
C  0.98898  0.68659  2.87473  0.89
C  1.84141  1.84356  3.32087  -1.13
C  2.73490  2.23630  2.15087  0.61
O  3.19241  1.39690  1.45660  -0.45
O  2.99674  3.53732  1.94416  -0.47
N  0.05478  0.93498  1.92978  0.21
H  -2.59878  1.02108  2.79819  0.36
H  -3.10514  2.59485  2.10921  0.33
H  -4.22262  1.25730  2.20386  0.45
H  -1.21137  -2.10101  1.44444  0.57
H  0.43077  -2.61274  3.21896  0.47
H  1.85810  -0.79405  4.12477  0.43
H  1.17622  2.64999  3.63244  0.45
H  2.43709  1.54410  4.17355  0.36
H  2.21615  4.06281  2.16127  0.34
H  -0.05631  1.87971  1.58156  0.35
C  1.01575  -1.34787  -4.84573  -0.28
C  1.08880  -2.65180  -5.61315  -0.32
O  -0.18623  -3.23913  -5.33437  -0.32
C  -1.05122  -2.24957  -5.01453  0.64
O  -2.22199  -2.38250  -4.88790  -0.50
O  -0.38980  -1.07271  -4.84641  -0.30
H  1.56234  -0.53779  -5.32091  0.32
H  1.35501  -1.45196  -3.81272  0.22
H  1.17911  -2.49973  -6.68951  0.26
H  1.89012  -3.30385  -5.27653  0.29

Force components x, y, z for each atom (eV/Å):
-0.4035 -0.2398 -0.0183
0.1486 0.0548 -0.1856
0.0775 0.0290 0.1156
-0.2345 0.3647 -0.5439
0.0735 -0.0821 0.1635
0.0704 -0.6731 0.0318
0.1342 0.1007 0.0758
0.0966 0.2366 -0.0546
-0.2392 0.3960 -0.3080
0.2482 -0.1270 0.4073
-0.9486 0.0781 -0.3361
0.0133 0.4113 0.2135
0.6228 -0.8510 -0.6144
-0.4246 0.0190 -0.0333
0.0814 -0.3535 0.2265
0.1820 0.0525 0.1286
0.0679 0.1446 0.0137
-0.1509 0.0465 0.1272
-0.1782 0.0132 -0.1380
-0.0317 -0.1783 0.0381
0.1657 -0.0347 0.1153
0.1042 0.1750 0.1619
0.2329 0.0727 0.0919
0.2851 0.3109 0.3336
-0.0233 0.0145 -0.1011
0.1339 0.0621 -0.0260
0.1568 -0.0150 -0.0632
0.0342 0.0988 0.0185
-0.0467 -0.0581 -0.0339
-0.0440 0.0169 0.0745
0.1118 -0.0393 0.0944
-0.1467 0.0737 -0.0304
-0.0141 -0.0388 -0.0033
-0.0317 0.0328 0.0060
-0.1232 -0.1138 0.0525

=====

Entry 5:
C13H14Br9FO3 | wB97M-V/def2-TZVPD

Calculated values
- E_HOMO (eV) = -9.5
- Kohn-Sham gap (eV) = 8.88

Each line ends with the Mulliken charge.
Positions of all 40 atoms, in Å:
C  -0.76112  2.04604  7.84076  -1.42
C  -1.54449  0.86013  7.26826  0.44
C  -0.65697  -0.23633  6.83632  -0.40
O  -1.05497  -1.38049  7.49728  -0.31
C  -2.05334  -1.01545  8.37839  0.61
O  -2.56870  -1.77288  9.14697  -0.51
O  -2.36930  0.28327  8.17709  -0.35
H  -0.16695  1.68166  8.67879  0.36
H  -1.43318  2.77055  8.30067  0.36
H  -0.18920  2.56311  7.07027  0.37
H  -2.14725  1.12007  6.39808  0.28
H  0.36801  0.05109  7.07063  0.27
H  -0.68486  -0.26151  5.74697  0.31
F  1.08313  -0.31557  -5.15668  -0.32
C  1.61852  0.83158  -4.59064  0.44
C  0.76873  1.73636  -3.87157  -0.55
C  1.37403  2.80855  -3.25911  -0.30
C  2.73438  3.03412  -3.41227  -0.43
C  3.54168  2.16788  -4.06016  -0.33
C  3.00592  1.02442  -4.67171  -0.47
H  -0.29851  1.57628  -3.82930  0.45
H  0.80373  3.56824  -2.74527  0.36
H  3.12853  3.92250  -2.94129  0.35
H  4.60341  2.34298  -4.15218  0.37
H  3.58109  0.28716  -5.21211  0.43
C  3.80660  -4.59098  -0.48471  -0.33
Br  3.51907  -2.72385  -0.63799  0.02
Br  5.60537  -4.97298  0.23909  -0.02
Br  3.55882  -5.32017  -2.33869  -0.03
H  3.04024  -4.96598  0.19364  0.37
C  -4.01741  0.63860  -8.15710  -0.33
Br  -4.75203  2.34102  -7.46875  0.00
Br  -2.23799  0.81064  -9.07699  -0.01
Br  -5.34257  -0.11350  -9.50245  -0.03
H  -3.83959  -0.08432  -7.36095  0.37
C  -1.87583  -2.08746  -1.30402  -0.33
Br  -3.49417  -1.58630  -2.38693  -0.01
Br  -1.91499  -4.00941  -0.72288  -0.03
Br  -1.78994  -1.03350  0.36938  0.00
H  -0.94801  -1.99573  -1.86868  0.36

Force components x, y, z for each atom (eV/Å):
-1.0247 -0.1006 0.3912
0.5390 2.2332 -1.5150
2.3073 0.7877 -1.6279
-0.9181 -0.4216 0.8854
-0.1976 -1.2825 0.0638
0.4557 0.9974 -0.6690
-1.5913 -1.2539 2.4859
0.4540 -0.0142 -0.2511
-0.1964 0.0850 -0.2372
0.2043 -0.2269 0.1212
-0.2030 0.6439 0.1345
0.2818 -0.5099 0.2736
-0.1109 -0.9392 -0.0568
0.3909 1.3336 0.5356
-0.1216 0.2106 0.6783
0.9241 -1.4844 -1.0151
-0.0800 0.3377 -0.5285
-0.4944 1.0699 1.2065
0.6763 -1.4014 -1.1972
-1.5698 -0.0090 0.1468
-0.0186 -0.1288 0.0019
-0.2482 -0.1628 0.1187
0.2450 0.0472 -0.0377
0.0736 0.0797 0.0732
0.1966 0.0817 0.0393
0.4884 -0.2845 -0.8321
-0.0330 0.6394 0.2389
-1.0282 0.0121 -0.3923
0.1826 -0.0390 1.3076
0.3572 -0.3087 -0.3310
-0.1129 0.2808 -1.4617
0.7213 -1.1285 -0.3273
-1.2783 0.1076 0.7504
1.0625 0.4420 1.2108
-0.3818 0.2944 -0.1594
-0.9000 -0.6882 0.9109
1.4756 -0.4439 0.8154
-0.1164 1.0912 -0.6461
0.0289 -0.2684 -1.1137
-0.4399 0.3213 0.0091

=====

Entry 6:
C13H14Cl3N2O8ReS | wB97M-V/def2-TZVPD

Calculated values
- E_HOMO (alpha / beta) (eV) = -12.5 / -12.6
- 2S+1 = 2
- Kohn-Sham gap (alpha / beta) (eV) = 6.64 / 6.69
- ΔE to the lowest compared entry with this formula, charge and spin (kcal per mole) = 4.5
- total charge = +1

Each line ends with the Mulliken charge.
Positions of all 42 atoms, in Å:
Re  0.51550  1.56345  -0.84624  1.64
C  2.62315  -3.46365  3.20131  -1.52
C  1.66971  -2.94982  2.18042  0.21
C  0.87492  -3.72212  1.42878  -0.77
C  0.03710  -3.12062  0.41797  -0.22
C  -0.19590  -1.80024  0.42081  -0.87
C  0.32667  -0.88875  1.49446  1.62
C  1.67593  -1.46101  1.94803  -0.40
S  -1.05828  -1.08340  -0.86407  1.54
O  -1.47830  -2.01520  -1.85285  -0.74
O  -1.97585  -0.09458  -0.35137  -0.71
N  0.19581  -0.16213  -1.55562  -0.25
C  0.77628  -0.58944  -2.83231  -0.29
C  1.40286  0.65494  -3.42248  0.29
O  1.68333  0.82674  -4.56069  -0.51
O  1.63915  1.55431  -2.43193  -0.52
H  2.65378  -4.55033  3.21133  0.44
H  2.32877  -3.11012  4.19291  0.32
H  3.62885  -3.08217  3.00895  0.35
H  0.89357  -4.79873  1.52419  0.48
H  -0.40519  -3.73602  -0.35593  0.57
H  1.45976  0.90365  1.57671  1.15
H  2.00667  -0.92691  2.83665  0.75
H  0.02326  -1.02602  -3.48342  0.42
H  1.56203  -1.32984  -2.65322  0.27
Cl  2.31305  2.62242  -0.00814  -0.21
C  0.49692  0.61743  1.15940  -1.57
Cl  -0.76104  -1.09388  2.92677  -0.09
Cl  2.91299  -1.12312  0.66841  -0.09
C  -0.49000  1.65765  1.63580  0.47
O  -0.99875  1.86816  2.68525  -0.57
O  -0.68866  2.42706  0.53658  -0.65
N  -3.23513  2.50209  -0.55548  -0.12
C  -2.88911  3.64011  -1.46546  -0.55
C  -1.39444  3.60564  -1.76152  0.57
O  -0.72341  4.56866  -1.92105  -0.48
O  -0.95874  2.32471  -1.82254  -0.67
H  -3.01438  1.58659  -0.97025  0.34
H  -4.21336  2.52081  -0.27069  0.39
H  -2.62256  2.54783  0.27509  0.25
H  -3.12945  4.57155  -0.95998  0.40
H  -3.46750  3.56428  -2.38460  0.34

Force components x, y, z for each atom (eV/Å):
-0.1134 0.0126 0.1702
0.0060 0.0052 -0.0108
0.0139 -0.0138 -0.0030
-0.0154 0.0091 -0.0082
0.0190 -0.0008 0.0061
-0.0723 0.0037 0.0528
0.0907 -0.0262 -0.0470
0.0057 0.0079 -0.0063
0.0979 -0.0668 -0.0979
-0.0108 -0.0176 0.0522
-0.0186 0.0135 -0.0001
-0.1540 0.0712 -0.0991
0.0706 -0.0402 0.0985
0.0127 -0.0443 -0.0560
0.0556 -0.0199 0.0640
-0.1200 -0.0401 0.0073
-0.0036 -0.0013 0.0021
0.0001 0.0025 0.0015
0.0026 -0.0008 -0.0024
-0.0046 -0.0020 0.0061
0.0054 -0.0035 -0.0033
-0.0325 0.0608 0.0093
-0.0058 0.0028 -0.0010
-0.0230 0.0504 -0.0021
-0.0174 -0.0205 -0.0203
-0.0495 0.0110 -0.0982
0.0035 -0.0278 0.1013
0.0155 0.0335 0.0192
0.0124 -0.0043 -0.0027
-0.0007 -0.0664 -0.0419
-0.0736 -0.0283 -0.0097
0.1594 -0.0189 0.0566
0.0245 0.0234 -0.0068
0.0237 0.0314 0.0893
-0.2582 0.0667 0.1796
0.0021 -0.0507 0.0079
0.3837 0.1092 -0.3594
-0.0161 0.0102 -0.0072
-0.0105 0.0036 0.0027
-0.0225 0.0073 -0.0020
0.0090 0.0164 -0.0409
0.0085 -0.0582 -0.0001

=====

| no. | E_tot (a.u.) | F_max (eV/Å) |
| --- | --- | --- |
| 1 | -862.87956 | 3.35 |
| 2 | -667.32792 | 5.56 |
| 3 | -742.66246 | 7.74 |
| 4 | -6082.53115 | 1.22 |
| 5 | -23995.39977 | 3.21 |
| 6 | -3072.03706 | 0.54 |